No. 1
97
Properties=species:S:1:pos:R:3 method="wB97M-V/def2-TZVPD" relative_energy_ev=0.0000 charge=+3 largest_force_ha_per_bohr=0.1108 lumo_ev="-8.816 / -12.338" spin_multiplicity=6 homo_ev="-14.2 / -18.0"
C 1.644 -2.408 -0.809
C 2.385 -0.443 -1.874
C 2.391 -3.191 -1.685
C 3.321 -1.202 -2.629
C 3.294 -2.578 -2.557
H 2.286 -4.269 -1.616
H 3.992 -0.657 -3.292
H 3.956 -3.187 -3.169
N 1.664 -1.073 -0.884
P 0.546 -1.881 1.693
P 0.823 1.839 -1.341
C 0.766 -3.030 0.252
H -0.209 -3.260 -0.198
H 1.193 -3.990 0.562
C 2.087 0.900 -2.122
H 2.778 1.417 -2.795
C -0.255 1.931 -2.959
C 1.519 3.629 -1.039
C -1.108 -2.410 2.498
C 2.064 -2.403 2.705
C -1.666 2.300 -2.515
H -1.709 3.254 -1.975
H -2.317 2.382 -3.400
H -2.069 1.515 -1.866
C 0.265 2.923 -4.005
H 0.238 3.968 -3.682
H 1.276 2.664 -4.345
H -0.391 2.847 -4.887
C -0.253 0.564 -3.652
H -0.924 0.599 -4.522
H 0.745 0.279 -4.003
H -0.605 -0.228 -2.981
C 0.349 4.624 -1.010
H -0.392 4.341 -0.250
H 0.749 5.611 -0.732
H -0.155 4.739 -1.974
C 2.214 3.720 0.323
H 1.539 3.473 1.149
H 3.109 3.093 0.374
H 2.541 4.762 0.467
C 2.571 4.033 -2.081
H 2.192 4.089 -3.103
H 2.928 5.041 -1.819
H 3.434 3.358 -2.061
C 2.125 -1.495 3.944
H 2.878 -1.906 4.633
H 2.436 -0.477 3.680
H 1.169 -1.439 4.483
C 3.354 -2.229 1.885
H 3.410 -2.942 1.054
H 3.480 -1.218 1.497
H 4.202 -2.431 2.556
C 2.035 -3.882 3.131
H 3.050 -4.151 3.457
H 1.373 -4.071 3.980
H 1.772 -4.564 2.314
C -1.953 -3.173 1.472
H -1.526 -4.150 1.211
H -2.952 -3.357 1.898
H -2.083 -2.573 0.565
C -1.890 -1.154 2.901
H -2.076 -0.514 2.033
H -2.865 -1.459 3.312
H -1.362 -0.575 3.669
C -0.956 -3.296 3.739
H -0.546 -4.283 3.493
H -0.359 -2.825 4.530
H -1.961 -3.469 4.155
Ir 0.626 0.183 0.492
C 2.138 0.783 1.337
O 3.090 1.171 1.902
N -1.193 -0.587 -0.340
C -1.833 -0.663 -1.329
C -3.224 -1.065 -1.908
C -3.160 -1.104 -3.425
C -3.648 -2.448 -1.424
C -4.280 -0.055 -1.470
H -2.931 -0.119 -3.842
H -2.400 -1.820 -3.756
H -4.128 -1.423 -3.833
H -3.891 -2.449 -0.356
H -4.560 -2.763 -1.951
H -2.875 -3.198 -1.631
H -5.262 -0.348 -1.868
H -4.363 -0.021 -0.377
H -4.062 0.953 -1.840
Cl -0.484 2.593 5.541
C -0.858 2.588 3.872
C -1.849 3.412 3.349
C -2.126 3.299 1.987
C -1.427 2.375 1.212
N -0.449 1.606 1.730
C -0.138 1.720 3.041
H -2.375 4.101 3.998
H -2.882 3.905 1.497
H -1.668 2.229 0.151
H 0.648 1.093 3.461



No. 2
109
Properties=species:S:1:pos:R:3 method="wB97M-V/def2-TZVPD" charge=+1 largest_force_ha_per_bohr=0.0960 lumo_ev=-3.727 spin_multiplicity=1 homo_ev=-10.3
C 0.209 1.394 -2.552
C -0.621 2.202 -1.390
C -0.872 1.281 -0.017
O -0.399 -0.099 -0.230
C -1.263 -1.093 0.426
C -0.409 -2.346 1.133
C 1.002 -1.625 1.669
C 0.749 -0.430 2.761
C 1.419 -0.768 4.254
C 2.660 0.289 4.626
C 1.947 1.734 4.938
C 1.087 1.654 6.366
O -0.369 1.814 6.046
C -0.700 3.257 5.981
C -0.098 -3.551 0.066
C 0.815 -3.090 -1.236
C 0.551 -4.249 -2.413
C -0.324 -3.464 -3.603
C 0.589 -2.623 -4.698
C -0.222 -1.788 -5.862
C -1.861 -1.843 -5.836
C -2.771 -2.707 -4.748
C -1.961 -3.542 -3.582
N 0.622 -4.728 0.692
C 0.299 -4.907 2.156
N 1.167 -5.568 2.998
C 2.515 -6.144 2.633
I 2.456 -7.705 1.076
C 3.681 -4.980 2.346
C 4.406 -5.135 0.882
I 5.246 -5.177 3.917
N -1.014 -4.407 2.710
C -1.321 -2.977 2.336
P -3.231 -2.948 1.953
N -3.514 -3.997 0.730
H -0.454 0.463 -2.880
H 1.250 1.066 -2.128
H 0.270 2.107 -3.488
H -0.158 3.263 -1.122
H -1.690 2.447 -1.858
H -2.022 1.359 0.208
H -0.291 1.834 0.858
H -2.000 -1.509 -0.381
H -1.817 -0.513 1.310
H 1.700 -1.292 0.759
H 1.640 -2.462 2.235
H -0.370 -0.119 2.894
H 1.368 0.513 2.369
H 0.556 -0.746 5.048
H 1.903 -1.837 4.306
H 3.202 -0.194 5.573
H 3.487 0.325 3.781
H 1.181 2.077 4.121
H 2.804 2.546 4.974
H 1.397 2.537 7.071
H 1.176 0.585 6.882
H 0.082 3.833 5.292
H -0.600 3.736 7.050
H -1.772 3.439 5.533
H -1.125 -3.944 -0.393
H 1.976 -3.003 -0.981
H 0.510 -2.057 -1.694
H -0.049 -5.184 -1.977
H 1.598 -4.625 -2.820
H 1.778 -2.641 -4.595
H 0.408 -1.164 -6.625
H -2.440 -1.219 -6.657
H -3.956 -2.725 -4.753
H -2.492 -4.171 -2.741
H 1.633 -4.559 0.506
H 0.846 -5.654 4.010
H 2.909 -6.705 3.611
H 3.274 -3.888 2.457
H 5.070 -6.108 0.767
H 3.689 -5.046 -0.040
H 5.170 -4.224 0.789
H -1.810 -5.059 2.539
H -1.210 -2.331 3.333
H -3.721 -1.634 1.625
H -3.935 -3.371 3.152
H -3.965 -3.523 -0.083
C -7.273 4.111 -2.203
C -6.159 4.700 -1.358
O -4.876 4.294 -1.862
C -4.389 5.013 -2.923
O -4.984 5.952 -3.443
C -3.003 4.508 -3.322
F -2.932 3.148 -3.377
F -2.039 4.902 -2.440
F -2.604 4.958 -4.546
H -7.173 3.023 -2.268
H -8.251 4.353 -1.776
H -7.238 4.496 -3.227
H -6.234 4.317 -0.335
H -6.228 5.792 -1.299
C 1.390 5.609 -3.237
C 2.448 6.211 -2.331
O 3.523 5.280 -2.123
C 4.470 5.221 -3.113
O 4.436 5.903 -4.133
C 5.574 4.232 -2.740
F 5.087 3.061 -2.242
F 6.410 4.732 -1.786
F 6.365 3.893 -3.798
H 1.044 4.650 -2.840
H 0.535 6.283 -3.333
H 1.791 5.413 -4.237
H 2.013 6.419 -1.348
H 2.825 7.162 -2.724



- Among the records above, which one has the highest charge?
  C34H55ClIrN3OP2



Repeat the first record exactly.
97
Properties=species:S:1:pos:R:3 method="wB97M-V/def2-TZVPD" relative_energy_ev=0.0000 charge=+3 largest_force_ha_per_bohr=0.1108 lumo_ev="-8.816 / -12.338" spin_multiplicity=6 homo_ev="-14.2 / -18.0"
C 1.644 -2.408 -0.809
C 2.385 -0.443 -1.874
C 2.391 -3.191 -1.685
C 3.321 -1.202 -2.629
C 3.294 -2.578 -2.557
H 2.286 -4.269 -1.616
H 3.992 -0.657 -3.292
H 3.956 -3.187 -3.169
N 1.664 -1.073 -0.884
P 0.546 -1.881 1.693
P 0.823 1.839 -1.341
C 0.766 -3.030 0.252
H -0.209 -3.260 -0.198
H 1.193 -3.990 0.562
C 2.087 0.900 -2.122
H 2.778 1.417 -2.795
C -0.255 1.931 -2.959
C 1.519 3.629 -1.039
C -1.108 -2.410 2.498
C 2.064 -2.403 2.705
C -1.666 2.300 -2.515
H -1.709 3.254 -1.975
H -2.317 2.382 -3.400
H -2.069 1.515 -1.866
C 0.265 2.923 -4.005
H 0.238 3.968 -3.682
H 1.276 2.664 -4.345
H -0.391 2.847 -4.887
C -0.253 0.564 -3.652
H -0.924 0.599 -4.522
H 0.745 0.279 -4.003
H -0.605 -0.228 -2.981
C 0.349 4.624 -1.010
H -0.392 4.341 -0.250
H 0.749 5.611 -0.732
H -0.155 4.739 -1.974
C 2.214 3.720 0.323
H 1.539 3.473 1.149
H 3.109 3.093 0.374
H 2.541 4.762 0.467
C 2.571 4.033 -2.081
H 2.192 4.089 -3.103
H 2.928 5.041 -1.819
H 3.434 3.358 -2.061
C 2.125 -1.495 3.944
H 2.878 -1.906 4.633
H 2.436 -0.477 3.680
H 1.169 -1.439 4.483
C 3.354 -2.229 1.885
H 3.410 -2.942 1.054
H 3.480 -1.218 1.497
H 4.202 -2.431 2.556
C 2.035 -3.882 3.131
H 3.050 -4.151 3.457
H 1.373 -4.071 3.980
H 1.772 -4.564 2.314
C -1.953 -3.173 1.472
H -1.526 -4.150 1.211
H -2.952 -3.357 1.898
H -2.083 -2.573 0.565
C -1.890 -1.154 2.901
H -2.076 -0.514 2.033
H -2.865 -1.459 3.312
H -1.362 -0.575 3.669
C -0.956 -3.296 3.739
H -0.546 -4.283 3.493
H -0.359 -2.825 4.530
H -1.961 -3.469 4.155
Ir 0.626 0.183 0.492
C 2.138 0.783 1.337
O 3.090 1.171 1.902
N -1.193 -0.587 -0.340
C -1.833 -0.663 -1.329
C -3.224 -1.065 -1.908
C -3.160 -1.104 -3.425
C -3.648 -2.448 -1.424
C -4.280 -0.055 -1.470
H -2.931 -0.119 -3.842
H -2.400 -1.820 -3.756
H -4.128 -1.423 -3.833
H -3.891 -2.449 -0.356
H -4.560 -2.763 -1.951
H -2.875 -3.198 -1.631
H -5.262 -0.348 -1.868
H -4.363 -0.021 -0.377
H -4.062 0.953 -1.840
Cl -0.484 2.593 5.541
C -0.858 2.588 3.872
C -1.849 3.412 3.349
C -2.126 3.299 1.987
C -1.427 2.375 1.212
N -0.449 1.606 1.730
C -0.138 1.720 3.041
H -2.375 4.101 3.998
H -2.882 3.905 1.497
H -1.668 2.229 0.151
H 0.648 1.093 3.461



- Look up the charge of the second one.
  +1



- What is the charge in the second record?
  +1